Record 1
Molecular formula: C4H7NO
Method: DFT, the ωB97M-V functional and the def2-TZVPD basis

Calculated values
* ΔE to the lowest compared entry with this formula, charge and spin: 123.09 kcal per mole

Cartesian coordinates (Å):
1 O -0.82 2.98 -0.20
2 N -0.80 -1.54 -0.13
3 C 0.50 0.48 -0.16
4 C 0.62 -1.27 0.04
5 C 0.79 -0.29 1.13
6 C -0.42 -0.34 -0.83
7 H -0.04 2.43 -0.34
8 H -0.96 -2.29 -0.80
9 H -1.41 2.41 0.32
10 H 1.38 -1.84 -0.49
11 H -0.61 -0.26 -1.90
12 H 1.77 -0.09 1.54
13 H 0.00 -0.39 1.87

Record 2
Molecular formula: C4H7NO
Method: DFT, the ωB97M-V functional and the def2-TZVPD basis

Calculated values
* structure (SMILES): [H]/N=C/C.C=C=O
* ΔE to the lowest compared entry with this formula, charge and spin: 53.90 kcal per mole

Cartesian coordinates (Å):
1 O 0.82 1.50 1.51
2 N 0.22 -1.46 0.16
3 C 1.86 0.73 -0.61
4 C -0.73 -0.70 0.53
5 C 1.28 1.12 0.50
6 C -1.71 -0.15 -0.46
7 H -1.27 -0.08 -1.46
8 H 1.42 -0.02 -1.25
9 H 0.80 -1.73 0.96
10 H -0.87 -0.39 1.57
11 H 2.83 1.17 -0.81
12 H -2.08 0.84 -0.16
13 H -2.57 -0.82 -0.50

Record 3
Molecular formula: C4H7NO
Method: DFT, the ωB97M-V functional and the def2-TZVPD basis

Calculated values
* ΔE to the lowest compared entry with this formula, charge and spin: 141.10 kcal per mole

Cartesian coordinates (Å):
1 O 2.13 -0.79 0.36
2 N 1.36 0.34 0.41
3 C -0.92 1.06 1.34
4 C 0.21 0.17 -0.15
5 C -0.70 1.39 -0.09
6 C -0.28 -1.13 -0.71
7 H 2.94 -0.51 0.82
8 H -1.37 -1.20 -0.62
9 H -0.16 2.32 -0.26
10 H -1.58 0.16 1.34
11 H -1.52 1.25 -0.81
12 H 0.18 -1.98 -0.20
13 H -0.03 -1.21 -1.78

Computed values of E_HOMO (unit: eV) for the preceding records, in sequence: -8.603 -9.158 -8.479.
Computed values of HOMO-LUMO gap (unit: eV) for the preceding records, in sequence: 9.3 10.1 8.6.
Computed values of max |F| (unit: eV/A) for the preceding records, in sequence: 0.56 0.96 0.54.